{"formula": "C24H33N16STa", "method": "the ωB97M-V functional and the def2-TZVPD basis", "symbols": ["Ta", "C", "N", "C", "C", "N", "C", "C", "N", "C", "C", "N", "C", "N", "C", "C", "C", "N", "C", "H", "H", "H", "H", "H", "H", "H", "H", "H", "H", "H", "H", "H", "H", "H", "H", "H", "H", "H", "H", "H", "H", "H", "H", "C", "C", "C", "C", "C", "C", "C", "C", "C", "S", "C", "N", "H", "H", "H", "H", "H", "H", "H", "H", "N", "C", "N", "N", "N", "N", "C", "N", "N", "N", "N", "H"], "xyz": [[0.033, -0.300, -0.692], [2.764, 2.666, 2.050], [3.188, 2.219, 0.733], [4.587, 2.425, 0.328], [4.608, 1.880, -1.102], [3.186, 1.657, -1.392], [2.712, 1.837, -2.754], [2.450, 1.794, -0.293], [1.099, 1.515, -0.229], [0.267, 2.670, 0.212], [-1.068, 2.459, -0.447], [-1.495, 1.058, -0.251], [-2.753, 0.835, 0.257], [-3.666, 0.029, -0.286], [-3.902, -0.110, -1.724], [-4.821, -0.065, 0.629], [-4.606, 1.097, 1.598], [-3.172, 1.355, 1.405], [-2.385, 2.115, 2.355], [3.640, 2.682, 2.694], [2.030, 2.004, 2.488], [2.359, 3.679, 2.003], [5.242, 1.870, 0.997], [4.836, 3.486, 0.389], [5.151, 0.938, -1.180], [5.023, 2.587, -1.818], [2.973, 2.840, -3.096], [1.635, 1.718, -2.785], [3.182, 1.111, -3.414], [0.704, 3.609, -0.134], [0.194, 2.715, 1.302], [-0.918, 2.561, -1.528], [-1.846, 3.190, -0.221], [-3.023, 0.194, -2.278], [-4.745, 0.522, -2.006], [-4.135, -1.147, -1.958], [-4.788, -1.023, 1.152], [-5.750, -0.007, 0.069], [-4.800, 0.814, 2.630], [-5.184, 1.993, 1.362], [-2.824, 1.991, 3.342], [-2.362, 3.178, 2.115], [-1.370, 1.721, 2.382], [1.156, -0.239, 2.455], [0.452, -1.533, 2.258], [0.448, -2.465, 3.302], [-0.157, -3.676, 3.133], [-0.784, -3.975, 1.914], [-1.442, -5.208, 1.688], [-2.041, -5.459, 0.488], [-1.990, -4.493, -0.535], [-1.352, -3.294, -0.334], [-1.195, -2.123, -1.616], [-0.744, -3.006, 0.893], [-0.121, -1.778, 1.067], [1.381, -0.079, 3.508], [0.535, 0.588, 2.109], [2.091, -0.246, 1.892], [0.938, -2.207, 4.229], [-0.157, -4.412, 3.927], [-1.453, -5.944, 2.481], [-2.543, -6.399, 0.310], [-2.444, -4.697, -1.496], [1.825, -1.142, -3.630], [2.438, -1.378, -2.428], [3.598, -1.970, -2.267], [3.783, -1.993, -0.925], [2.811, -1.452, -0.303], [1.915, -1.016, -1.251], [0.658, -0.439, -3.762], [0.094, -0.152, -4.907], [-1.011, 0.561, -4.581], [-1.126, 0.712, -3.328], [-0.040, 0.096, -2.731], [2.229, -1.545, -4.464]], "e_lumo_ev": -6.955, "charge": 2, "e_homo_ev": -13.77}

---

{"formula": "C19H49F3O9S6", "method": "the ωB97M-V functional and the def2-TZVPD basis", "symbols": ["C", "C", "C", "O", "H", "H", "H", "H", "H", "H", "H", "C", "O", "O", "C", "F", "F", "F", "C", "C", "H", "H", "H", "H", "H", "H", "C", "S", "O", "C", "H", "H", "H", "H", "H", "H", "C", "S", "O", "C", "H", "H", "H", "H", "H", "H", "C", "S", "O", "C", "H", "H", "H", "H", "H", "H", "C", "S", "O", "C", "H", "H", "H", "H", "H", "H", "C", "S", "O", "C", "H", "H", "H", "H", "H", "H", "C", "S", "O", "C", "H", "H", "H", "H", "H", "H"], "xyz": [[1.988, -0.731, -0.725], [0.658, -0.224, -0.386], [-0.388, -1.437, -0.431], [0.674, 0.570, 0.760], [2.102, -1.055, -1.759], [2.176, -1.588, -0.078], [2.781, 0.016, -0.767], [0.354, 0.469, -1.171], [-1.421, -1.168, -0.653], [-0.508, -1.907, 0.545], [-0.110, -2.273, -1.071], [-4.121, -1.354, 2.161], [-4.640, -2.102, 3.301], [-2.915, -0.625, 2.650], [-4.013, -2.337, 0.881], [-2.888, -3.131, 0.937], [-5.095, -3.173, 0.792], [-3.883, -1.633, -0.284], [-5.678, -1.554, 4.143], [-7.190, -1.955, 3.857], [-7.794, -2.004, 4.763], [-7.680, -1.429, 3.037], [-7.057, -2.971, 3.486], [-5.509, -0.538, 4.499], [-5.402, -2.189, 4.984], [-4.937, -0.690, 1.872], [0.732, 5.541, -0.081], [1.795, 5.102, -1.529], [1.125, 5.599, -2.831], [1.457, 3.338, -1.482], [0.821, 6.628, -0.104], [1.184, 5.252, 0.867], [-0.317, 5.251, -0.123], [0.434, 3.099, -1.774], [1.539, 2.773, -0.553], [2.171, 2.870, -2.160], [-4.398, 3.909, 0.248], [-2.872, 2.892, 0.149], [-2.293, 2.580, 1.557], [-3.582, 1.365, -0.703], [-4.337, 4.675, 1.022], [-5.171, 3.258, 0.657], [-4.930, 4.286, -0.625], [-3.602, 1.425, -1.792], [-4.501, 1.232, -0.133], [-2.883, 0.575, -0.431], [4.036, 3.682, 4.083], [3.596, 2.093, 3.286], [2.303, 1.567, 3.800], [3.137, 2.883, 1.678], [4.213, 3.594, 5.155], [3.173, 4.309, 3.857], [4.984, 4.005, 3.655], [2.616, 2.069, 1.175], [3.908, 3.377, 1.086], [2.348, 3.591, 1.931], [-2.718, -2.554, -3.144], [-2.086, -1.859, -4.738], [-3.372, -1.386, -5.457], [-1.243, -0.416, -3.911], [-3.200, -3.497, -3.405], [-3.406, -1.927, -2.577], [-1.967, -2.878, -2.424], [-1.515, -0.433, -2.855], [-1.592, 0.553, -4.268], [-0.163, -0.452, -4.049], [6.788, -0.621, 1.630], [5.522, -0.975, 2.952], [6.223, -2.051, 3.811], [4.415, -1.816, 1.796], [6.926, 0.460, 1.579], [6.574, -0.930, 0.607], [7.773, -0.930, 1.981], [4.334, -2.887, 1.977], [4.697, -1.534, 0.782], [3.431, -1.385, 1.983], [1.428, -4.274, -3.658], [3.173, -4.426, -3.020], [3.619, -5.751, -3.636], [4.006, -2.999, -3.863], [1.417, -3.193, -3.799], [0.627, -4.517, -2.960], [1.256, -4.896, -4.536], [5.050, -3.134, -3.582], [3.690, -2.022, -3.498], [4.124, -3.073, -4.944]], "e_lumo_ev": 3.633, "charge": -2, "e_homo_ev": -1.00}

---

{"formula": "C5H17N3", "method": "the ωB97M-V functional and the def2-TZVPD basis", "symbols": ["C", "C", "C", "C", "C", "N", "N", "N", "H", "H", "H", "H", "H", "H", "H", "H", "H", "H", "H", "H", "H", "H", "H", "H", "H"], "xyz": [[1.673, -0.624, -1.131], [1.445, -0.253, 1.406], [-0.857, 0.967, 1.219], [-0.129, 1.746, -0.905], [-1.403, -0.388, -0.695], [-1.308, -1.725, -0.106], [0.944, -0.679, 0.149], [-0.412, 0.557, -0.079], [0.890, -0.763, -1.980], [2.172, 0.399, -1.495], [2.543, -1.408, -0.990], [1.947, 0.679, 1.302], [0.744, -0.459, 2.117], [2.346, -0.954, 1.673], [-1.397, 0.300, 1.867], [-0.162, 1.439, 1.750], [-1.753, 1.612, 1.213], [0.747, 2.156, -0.695], [-0.055, 1.457, -1.930], [-0.960, 2.610, -0.712], [-2.468, -0.111, -0.653], [-1.303, -0.605, -1.683], [-1.661, -2.451, -0.681], [-1.662, -1.931, 0.800], [0.081, -1.573, 0.238]], "e_lumo_ev": -9.756, "de_lowest_ev": 5.787, "charge": 2, "e_homo_ev": -19.46}

---

{"formula": "C5H9N", "method": "the ωB97M-V functional and the def2-TZVPD basis", "symbols": ["C", "C", "C", "C", "N", "C", "H", "H", "H", "H", "H", "H", "H", "H", "H"], "xyz": [[3.366, -0.162, -0.043], [1.968, -0.138, -0.083], [0.791, 0.056, -0.172], [-0.581, 0.496, -0.012], [-1.561, -0.458, -0.139], [-2.997, -0.167, -0.038], [3.652, -0.991, 0.658], [4.028, 0.615, 0.406], [3.815, -0.356, -1.016], [-0.612, 1.044, 1.005], [-0.606, 1.427, -0.757], [-1.189, -1.262, 0.368], [-3.314, 0.338, -0.993], [-3.202, 0.682, 0.785], [-3.558, -1.124, 0.030]], "e_lumo_ev": 1.038, "smiles": "CC#CCNC", "de_lowest_ev": 3.162, "e_homo_ev": -8.42}

---

{"formula": "C3H12NO", "method": "the ωB97M-V functional and the def2-TZVPD basis", "symbols": ["C", "O", "H", "H", "H", "H", "C", "N", "C", "H", "H", "H", "H", "H", "H", "H", "H"], "xyz": [[2.423, -0.814, 0.342], [1.854, 0.510, 0.584], [2.858, -1.152, 1.359], [3.406, -0.812, -0.227], [1.721, -1.355, -0.215], [2.133, 0.691, 1.520], [-0.984, 0.398, -1.492], [-0.910, 0.635, 0.056], [-2.016, -0.120, 0.628], [-0.076, 0.926, -1.756], [-1.963, 0.833, -1.897], [-0.860, -0.743, -1.727], [0.021, 0.266, 0.306], [-0.812, 1.630, 0.257], [-1.646, -1.219, 0.376], [-2.068, 0.021, 1.704], [-3.079, 0.305, 0.180]], "e_lumo_ev": -3.231, "de_lowest_ev": 2.447, "charge": 1, "e_homo_ev": -14.73}

---

{"formula": "C25H40BrN2O8P2V", "method": "the ωB97M-V functional and the def2-TZVPD basis", "symbols": ["V", "C", "C", "C", "O", "P", "O", "C", "P", "O", "O", "C", "C", "C", "O", "C", "C", "C", "O", "C", "C", "C", "H", "H", "H", "H", "H", "H", "H", "H", "H", "H", "H", "H", "H", "H", "H", "H", "H", "H", "H", "H", "H", "H", "H", "H", "H", "H", "H", "H", "H", "H", "Br", "C", "C", "C", "C", "C", "C", "C", "O", "O", "H", "H", "H", "H", "N", "C", "C", "C", "C", "C", "N", "H", "H", "H", "H", "H", "H"], "xyz": [[1.049, -0.325, 0.553], [2.627, 2.242, -3.134], [1.488, 1.280, -3.339], [1.132, 1.025, -4.778], [0.279, 1.908, -2.677], [-0.630, 1.288, -1.622], [0.179, 0.957, -0.293], [-1.227, -0.343, -2.134], [-1.551, -1.420, -0.712], [-0.230, -1.594, 0.126], [-2.586, -0.571, 0.039], [-3.070, -0.774, 1.460], [-4.482, -1.287, 1.397], [-2.922, 0.566, 2.133], [-1.990, -2.828, -1.036], [-2.874, -3.472, -2.109], [-4.176, -2.726, -2.224], [-2.073, -3.568, -3.379], [-1.735, 2.238, -1.248], [-2.542, 3.247, -2.108], [-1.818, 4.561, -2.035], [-3.925, 3.239, -1.530], [3.525, 1.832, -3.596], [2.831, 2.416, -2.077], [2.404, 3.198, -3.606], [1.682, 0.338, -2.813], [0.912, 1.965, -5.283], [0.271, 0.363, -4.885], [1.981, 0.557, -5.277], [-0.504, -0.803, -2.812], [-2.177, -0.205, -2.659], [-2.414, -1.522, 1.908], [-5.122, -0.583, 0.864], [-4.863, -1.394, 2.413], [-4.537, -2.263, 0.917], [-3.667, 1.266, 1.754], [-1.931, 0.995, 1.971], [-3.077, 0.450, 3.206], [-3.028, -4.455, -1.676], [-4.031, -1.688, -2.536], [-4.744, -2.741, -1.296], [-4.778, -3.213, -2.991], [-1.971, -2.598, -3.872], [-2.602, -4.226, -4.069], [-1.089, -3.999, -3.200], [-2.526, 2.835, -3.118], [-1.757, 4.908, -1.004], [-2.386, 5.295, -2.609], [-0.818, 4.503, -2.462], [-3.915, 3.604, -0.503], [-4.370, 2.245, -1.557], [-4.548, 3.907, -2.125], [7.450, -0.351, 1.298], [6.249, -1.492, 2.173], [6.698, -2.359, 3.161], [5.805, -3.200, 3.819], [4.463, -3.186, 3.497], [4.024, -2.317, 2.496], [4.916, -1.468, 1.828], [2.617, -2.306, 2.185], [1.694, -2.865, 2.656], [2.249, -1.350, 1.081], [7.750, -2.378, 3.415], [6.170, -3.870, 4.585], [3.760, -3.838, 3.997], [4.581, -0.799, 1.050], [0.145, -0.494, 3.782], [0.915, 0.563, 3.471], [1.364, 1.454, 4.469], [2.195, 2.482, 4.143], [2.606, 2.670, 2.803], [2.121, 1.820, 1.873], [1.268, 0.781, 2.187], [-0.034, -0.680, 4.757], [0.059, -1.291, 3.170], [1.065, 1.277, 5.493], [2.555, 3.149, 4.916], [3.270, 3.473, 2.517], [2.373, 1.944, 0.823]], "e_lumo_ev": [-10.633, -10.287], "de_lowest_ev": 1.538, "spin_multiplicity": 2, "charge": 3, "e_homo_ev": [-15.84, -15.84]}

---

no.,energy (a.u.)
1,-2265.24277
2,-4118.79023
3,-364.14432
4,-250.55075
5,-251.18041
6,-5888.11008